Record 1
{"formula": "C28H49CoN3P2", "method": "ωB97M-V/def2-TZVPD", "homo_energy_ev": [-12.100, -12.624], "multiplicity": 4, "s_squared": 3.813, "total_charge": 2, "symbols": ["C", "C", "H", "C", "H", "H", "H", "H", "C", "H", "P", "C", "P", "H", "H", "H", "H", "H", "H", "H", "H", "C", "C", "H", "C", "H", "H", "H", "H", "C", "C", "C", "C", "C", "C", "H", "C", "H", "N", "C", "H", "H", "H", "H", "C", "C", "H", "C", "H", "H", "H", "H", "H", "H", "H", "H", "H", "C", "H", "C", "H", "H", "N", "H", "H", "N", "C", "C", "H", "C", "C", "H", "H", "C", "H", "H", "C", "H", "H", "H", "H", "C", "Co"], "positions_angstrom": [[-2.00004, -2.46770, 3.64090], [3.85986, -2.39070, 2.40500], [3.90956, -0.78730, -4.07910], [-1.17654, 4.27270, -0.33450], [1.32066, 2.02110, 3.77840], [-0.75094, 0.22540, -3.90280], [0.08786, -2.67280, 3.97510], [-2.47604, 0.01630, -3.66590], [-0.57484, -2.58720, 3.10660], [2.37196, 2.09850, -5.88780], [-0.03744, -1.06810, 2.14280], [3.66166, -0.99160, 0.44690], [-0.28364, 1.82720, -1.29260], [-0.82424, 2.79170, -4.32820], [-1.61954, 3.67480, 0.46350], [1.19956, 1.50720, 2.09080], [0.06016, 4.58750, -2.81570], [-3.08794, 0.16090, -0.93490], [-2.88024, -2.27640, 0.67560], [-0.93694, 5.25510, 0.06780], [-6.49834, -1.83780, 0.72150], [-1.14414, 1.06880, 3.51830], [1.70816, -1.45330, 1.79220], [-2.70964, -2.27700, 2.83400], [4.66366, -3.23930, 3.33010], [0.60856, -3.91850, 1.87670], [5.49426, -1.81030, 1.15300], [0.96466, 5.43430, -1.57480], [-1.32384, 1.49630, 2.52450], [2.61016, 0.91510, -4.11410], [4.42836, -1.73740, 1.31050], [0.09016, 3.61130, -0.87720], [-1.54954, 0.29720, -3.16720], [3.16426, -0.22790, -3.53420], [2.77406, -0.65220, -2.28780], [0.81366, 3.51890, -0.05320], [-4.73624, -1.99440, -0.40900], [-1.07074, -3.78930, 1.36270], [1.42976, -0.29180, -0.28090], [2.50706, -2.17060, 2.65860], [-1.91294, 4.40620, -1.12430], [-2.55714, 1.82170, -2.02020], [1.66106, 4.00560, -2.32250], [-5.11224, -1.44020, -1.27190], [1.17456, 1.16200, -2.17080], [2.25716, -0.90990, 0.59710], [-1.04514, 1.88740, 4.22860], [1.60206, 1.58030, -3.41990], [-2.71944, -2.19290, -1.07970], [-2.54264, 2.45740, -4.39680], [-2.08094, -1.66570, 4.36940], [4.89756, -2.67900, 4.23790], [-1.95664, 3.73920, -3.35130], [-1.32104, -0.42370, -2.37350], [4.04516, 1.83850, -5.38620], [3.17136, -1.57260, -1.89070], [-5.12434, -2.03220, 1.64450], [3.06036, 1.37380, -5.45900], [0.31296, -0.23580, 4.44880], [-1.63064, 1.72140, -2.60680], [-2.28664, -3.39410, 4.13670], [2.26026, 0.64310, 3.21380], [-2.82574, -0.36370, -0.10560], [-5.45354, -0.55660, 0.92470], [2.08936, -2.57620, 3.56620], [-5.50714, -1.57640, 0.80310], [-1.72854, 2.74740, -3.73230], [0.13806, 0.23950, 3.47750], [5.59856, -3.54580, 2.86630], [1.30576, 1.15420, 3.12170], [0.73196, 4.44950, -1.97490], [3.15426, 0.52750, -6.13830], [4.10236, -4.12570, 3.62880], [-3.22984, -1.75330, -0.21850], [-0.65164, -4.72770, 2.80120], [-2.00784, 0.47420, 3.80750], [1.80866, 0.05590, -1.54430], [4.14946, -0.43130, -0.33560], [1.14906, 2.44390, -3.87970], [-3.22464, 0.09500, 0.70970], [-4.90664, -3.05700, -0.57970], [-0.41534, -3.82990, 2.23250], [-0.47664, 0.12710, 0.23120]], "mulliken_spin": [0.01, 0.11, 0.00, 0.01, 0.00, 0.00, 0.00, 0.00, 0.02, 0.00, -0.05, 0.17, 0.02, 0.00, 0.00, -0.01, 0.00, -0.01, 0.00, 0.00, 0.00, -0.01, 0.03, 0.00, -0.01, 0.00, 0.00, 0.00, 0.02, 0.09, -0.05, -0.02, 0.00, -0.05, 0.13, 0.00, 0.00, 0.00, 0.39, -0.02, 0.00, 0.00, 0.00, 0.00, -0.02, 0.03, 0.00, -0.02, 0.00, 0.00, 0.00, 0.01, 0.00, 0.00, 0.01, -0.01, 0.00, -0.01, 0.00, 0.01, 0.00, 0.00, 0.06, 0.00, 0.00, 0.00, 0.00, 0.02, 0.00, 0.03, 0.00, 0.01, 0.01, 0.00, 0.00, 0.00, 0.08, 0.00, 0.00, -0.02, 0.00, 0.00, 1.99]}

=====

Record 2
{"formula": "C2H7N5O", "method": "ωB97M-V/def2-TZVPD", "homo_energy_ev": -7.970, "smiles": "C=NN/C(=N\\N)NO", "symbols": ["N", "H", "O", "C", "N", "H", "H", "H", "N", "N", "N", "H", "H", "H", "C"], "positions_angstrom": [[0.23209, -0.93345, -1.54717], [-0.95666, 0.22546, 3.01612], [-0.41131, 2.53528, -1.35544], [-0.06492, -0.29940, 2.58785], [-0.14608, -2.01733, -0.74884], [-0.75631, 1.02770, 0.47521], [0.30006, 3.00639, -0.86925], [0.30600, 1.10971, -2.77582], [0.43382, 1.35964, -1.72552], [0.48146, -0.39216, 1.41499], [-0.01246, 0.35785, 0.43303], [0.46462, -2.33607, -0.01783], [-0.36451, -2.76420, -1.33196], [0.29646, -1.07888, 3.35774], [0.19774, 0.19947, -0.91311]], "nbo_charge": [-0.33, 0.17, -0.58, -0.18, -0.68, 0.38, 0.48, 0.39, -0.36, -0.20, -0.47, 0.36, 0.35, 0.18, 0.48]}

=====

Record 3
{"formula": "C8H13BrN2O3", "method": "ωB97M-V/def2-TZVPD", "homo_energy_ev": [-8.690, -9.333], "symbols": ["C", "C", "H", "H", "H", "H", "H", "H", "N", "H", "H", "C", "O", "C", "O", "C", "O", "H", "N", "C", "H", "C", "H", "Br", "H", "C", "H"], "positions_angstrom": [[2.30151, 3.62359, 1.95357], [0.57919, -1.79520, -0.62956], [1.77654, 3.39850, -0.31653], [-1.96301, 0.27798, -1.73056], [1.38550, -1.19150, -1.20728], [-2.34927, -1.42718, -1.80915], [0.32547, -2.67358, -1.20730], [-0.81785, -0.66359, -2.58060], [1.06407, 1.70045, 0.86903], [2.23417, 2.99623, 2.80457], [-1.98267, -2.78088, 0.00915], [-1.48382, -0.70948, -1.76103], [-0.32621, 0.19444, 0.23351], [0.92819, 4.07411, 1.63820], [1.04190, 1.20589, -1.36430], [0.61513, 1.02105, -0.24864], [-1.35685, 4.52277, 2.09240], [0.89457, -1.83314, 0.44927], [-0.19605, 4.31905, 2.08970], [1.62525, 3.02686, 0.76103], [-2.57515, -1.22011, 0.66696], [-0.65577, -0.99816, -0.48916], [3.27894, 4.07434, 1.76331], [0.72864, 4.98115, 4.48910], [-1.17682, -2.06670, 1.51605], [-1.57726, -1.89553, 0.46117], [0.56127, 1.67825, 1.73971]], "nbo_charge": [-0.40, -0.65, 0.27, 0.23, 0.23, 0.22, 0.23, 0.23, -0.63, 0.26, 0.22, -0.65, -0.52, 0.12, -0.62, 0.90, -0.20, 0.22, 0.29, -0.02, 0.21, 0.26, 0.27, -0.48, 0.22, -0.62, 0.40]}

=====

Record 4
{"formula": "C4H6Cl2N2O3", "method": "ωB97M-V/def2-TZVPD", "homo_energy_ev": [-7.835, -9.375], "symbols": ["Cl", "H", "C", "H", "H", "C", "O", "N", "O", "H", "O", "C", "N", "H", "H", "Cl", "C"], "positions_angstrom": [[3.28357, 2.98820, 1.58678], [-2.85051, -0.76652, 3.11048], [-2.05461, -0.14206, 2.58285], [1.54944, 0.02008, -2.07199], [0.05803, -0.01049, -3.02893], [0.35672, -1.67242, -1.50600], [-0.22216, 0.66457, -1.14845], [0.95171, 1.85850, 0.66802], [-2.12427, -0.52161, 0.37227], [0.76393, -1.92873, -0.55291], [2.40143, 1.94788, 0.54202], [0.26584, 1.31941, -0.19116], [-1.78006, 0.12540, 1.37471], [-0.70569, -1.88160, -1.51910], [0.75192, -2.49523, -2.05358], [-1.13915, 0.73839, 3.81824], [0.49387, -0.24377, -1.98327]], "nbo_charge": [0.21, 0.23, -0.05, 0.19, 0.20, -0.66, -0.47, -0.26, -0.23, 0.23, -0.42, 0.62, 0.03, 0.23, 0.24, -0.01, -0.06]}